No. 1
Here is 16 unconnected molecules or ions with the total composition C30H92O20 at a distorted geometry from OMol25. Energies are from ωB97M-V/def2-TZVPD.

XYZ file:
```
142
Properties=species:S:1:pos:R:3
C -3.11 -2.34 5.28
C -3.15 -2.97 6.63
O -2.19 -3.99 6.75
O -1.82 -1.85 4.89
H -3.85 -1.50 5.26
H -3.31 -3.11 4.60
H -4.12 -3.40 6.84
H -3.00 -2.26 7.47
H -1.53 -3.74 6.12
H -1.78 -1.93 3.91
C -4.85 0.66 1.24
C -4.62 -0.85 1.66
O -4.86 -1.67 0.52
O -4.86 1.48 2.41
H -5.77 0.81 0.65
H -4.05 1.04 0.62
H -5.41 -1.01 2.38
H -3.58 -0.92 2.08
H -5.32 -1.09 -0.07
H -4.00 1.80 2.50
C 1.25 0.93 -5.25
C -0.17 0.58 -5.67
O -0.55 -0.66 -5.11
O 2.18 0.10 -5.93
H 1.32 0.75 -4.17
H 1.48 1.95 -5.50
H -0.25 0.57 -6.79
H -0.83 1.33 -5.32
H 0.11 -1.37 -5.21
H 3.09 0.18 -5.61
C 1.01 -2.62 -2.97
C 1.94 -2.22 -1.85
O 1.99 -0.77 -1.76
O 1.58 -2.29 -4.25
H 0.01 -2.20 -2.84
H 0.94 -3.69 -3.03
H 2.94 -2.58 -2.06
H 1.60 -2.61 -0.90
H 1.14 -0.42 -1.39
H 1.83 -1.39 -4.21
C -0.33 3.55 -2.11
O -0.33 3.29 -3.49
H -1.24 3.96 -1.72
H -0.23 2.62 -1.61
H 0.49 4.15 -1.78
H 0.18 4.01 -3.87
C -0.44 0.07 7.27
O -0.08 -0.06 5.89
H 0.29 0.77 7.68
H -1.47 0.48 7.37
H -0.36 -0.86 7.87
H -0.69 -0.68 5.50
C 0.48 2.96 4.17
O -0.14 1.70 3.97
H -0.13 3.63 4.79
H 1.49 2.88 4.62
H 0.64 3.35 3.15
H 0.00 1.10 4.75
C 2.78 4.45 -4.17
O 1.88 5.06 -5.12
H 2.94 4.99 -3.23
H 2.27 3.50 -3.87
H 3.77 4.22 -4.58
H 2.19 5.98 -5.11
C -0.57 -4.18 2.81
O -1.51 -3.12 2.36
H 0.28 -4.37 2.07
H -0.20 -3.85 3.72
H -1.19 -5.10 2.99
H -2.06 -3.51 1.64
C -1.14 -0.81 -0.06
O -0.55 0.05 -0.98
H -2.20 -0.63 -0.02
H -0.97 -1.90 -0.26
H -0.73 -0.63 1.00
H -1.17 0.17 -1.72
C -1.29 2.53 1.00
O -2.03 1.94 2.02
H -1.21 3.64 1.10
H -0.25 2.17 0.95
H -1.66 2.38 -0.05
H -1.45 1.69 2.72
C 2.61 -1.12 1.79
C 2.75 -0.12 2.89
C 2.77 -0.84 4.25
O 4.07 0.49 2.71
H 2.76 -0.60 0.81
H 1.62 -1.57 1.75
H 3.46 -1.85 1.97
H 1.93 0.61 2.94
H 3.70 -1.47 4.40
H 1.89 -1.56 4.28
H 2.66 -0.14 5.02
H 4.02 1.14 1.94
C -1.43 -5.00 -1.21
C -2.80 -4.17 -1.18
C -3.93 -5.03 -1.69
O -2.98 -3.67 0.11
H -0.65 -4.39 -0.73
H -1.11 -5.08 -2.28
H -1.50 -6.03 -0.84
H -2.59 -3.35 -1.87
H -3.95 -5.15 -2.78
H -4.83 -4.58 -1.38
H -3.86 -5.95 -1.13
H -3.72 -3.05 0.05
C 5.81 2.15 -3.20
C 4.62 1.31 -2.92
C 5.08 -0.08 -2.45
O 3.85 1.92 -1.88
H 6.49 2.19 -2.32
H 5.67 3.26 -3.43
H 6.47 1.77 -3.98
H 3.97 1.15 -3.77
H 5.59 0.03 -1.45
H 5.73 -0.49 -3.24
H 4.24 -0.77 -2.49
H 3.45 1.18 -1.45
C -3.98 -1.13 -4.47
C -3.41 0.03 -3.62
C -4.34 0.51 -2.49
O -2.21 -0.49 -3.06
H -3.23 -1.27 -5.28
H -4.97 -0.81 -4.88
H -4.09 -2.02 -3.82
H -3.20 0.93 -4.25
H -5.26 0.69 -2.97
H -3.99 1.41 -2.02
H -4.36 -0.27 -1.79
H -1.55 -0.69 -3.76
C 2.34 3.48 0.66
C 3.79 3.68 1.09
C 3.99 4.13 2.52
O 4.57 2.52 0.80
H 1.69 4.31 0.77
H 1.88 2.68 1.24
H 2.25 3.28 -0.47
H 4.19 4.51 0.47
H 5.07 4.22 2.73
H 3.51 3.36 3.13
H 3.51 5.11 2.80
H 4.41 2.41 -0.16
```

Properties
- max |F| (Eh/bohr) = 0.06710
- HOMO-LUMO gap (eV) = 9.80

These are the Mulliken partial charges, in e, on atoms 1 to 6: -0.320 -0.531 -0.576 -0.420 0.210 0.355

No. 2
Here is a molecular structure, C31H11BCl100N2O3P2 at a distorted geometry from OMol25. Energies are from ωB97M-V/def2-TZVPD.

XYZ file:
```
150
Properties=species:S:1:pos:R:3
N 0.48 0.25 3.55
P -0.10 0.62 2.06
O 0.10 2.36 1.84
O 0.86 -0.32 0.92
B -1.92 0.10 1.82
C -3.21 1.16 1.65
C -4.43 0.93 2.77
C -5.81 1.83 2.76
C -5.90 3.00 1.57
C -4.70 3.25 0.45
C -3.32 2.31 0.48
P -2.42 -1.78 1.79
N -1.23 -2.69 0.76
O -3.93 -1.94 0.94
H 1.28 -0.43 3.38
H 0.32 2.44 0.85
H 1.45 0.31 0.37
H -4.33 0.08 3.57
H -6.67 1.65 3.56
H -6.88 3.68 1.57
H -4.83 4.09 -0.38
H -2.43 2.45 -0.28
H -1.55 -3.69 0.63
H -1.38 -2.25 -0.20
H -4.69 -1.52 1.43
C 3.42 -0.23 -2.65
Cl 4.49 -1.40 -1.83
Cl 2.51 0.69 -1.44
Cl 4.40 0.89 -3.63
Cl 2.29 -1.11 -3.71
C 6.72 4.32 -4.35
Cl 5.18 4.85 -3.64
Cl 6.41 3.11 -5.62
Cl 7.56 5.72 -5.06
Cl 7.74 3.60 -3.08
C 4.62 3.08 1.22
Cl 3.16 2.11 1.53
Cl 4.15 4.73 0.76
Cl 5.63 3.12 2.69
Cl 5.55 2.34 -0.11
C 10.02 3.60 1.93
Cl 10.43 5.15 1.15
Cl 9.77 3.87 3.67
Cl 8.53 2.94 1.20
Cl 11.36 2.44 1.70
C -6.78 4.27 -3.17
Cl -6.20 5.90 -3.59
Cl -6.46 3.16 -4.53
Cl -5.92 3.69 -1.72
Cl -8.53 4.32 -2.84
C -6.03 7.30 1.93
Cl -7.35 7.42 3.11
Cl -5.60 5.58 1.69
Cl -6.55 8.00 0.38
Cl -4.61 8.18 2.54
C -1.53 -2.71 5.69
Cl -3.30 -2.65 5.55
Cl -0.79 -2.62 4.07
Cl -0.96 -1.34 6.68
Cl -1.05 -4.24 6.48
C 5.97 -5.41 -0.63
Cl 4.51 -6.38 -0.32
Cl 5.50 -3.75 -1.09
Cl 6.98 -5.36 0.84
Cl 6.90 -6.15 -1.96
C 6.87 -5.85 4.79
Cl 7.69 -4.38 4.22
Cl 5.19 -5.87 4.19
Cl 7.73 -7.29 4.18
Cl 6.87 -5.87 6.57
C -6.63 -3.24 -1.08
Cl -6.22 -1.69 -1.86
Cl -6.88 -2.97 0.66
Cl -8.12 -3.89 -1.81
Cl -5.29 -4.39 -1.31
C -10.83 7.48 -4.02
Cl -11.82 6.99 -2.63
Cl -9.12 7.06 -3.71
Cl -11.40 6.64 -5.48
Cl -10.97 9.24 -4.26
C -11.12 -2.19 -3.62
Cl -12.56 -1.36 -2.96
Cl -11.27 -2.32 -5.39
Cl -9.66 -1.25 -3.22
Cl -10.99 -3.81 -2.91
C 7.04 -0.08 -8.17
Cl 7.72 -1.26 -7.02
Cl 6.42 -0.94 -9.60
Cl 5.71 0.81 -7.39
Cl 8.32 1.06 -8.67
C 1.04 -7.18 4.71
Cl -0.42 -8.15 5.03
Cl 0.57 -5.52 4.26
Cl 2.05 -7.13 6.19
Cl 1.97 -7.92 3.39
C -9.46 7.01 6.39
Cl -10.79 7.13 7.57
Cl -9.03 5.30 6.15
Cl -9.98 7.72 4.84
Cl -8.04 7.90 7.00
C 3.74 -3.31 -11.45
Cl 3.49 -3.23 -9.68
Cl 5.44 -3.70 -11.79
Cl 2.69 -4.57 -12.14
Cl 3.34 -1.73 -12.17
C 5.84 -10.32 -2.33
Cl 4.64 -11.52 -2.89
Cl 5.29 -9.59 -0.80
Cl 7.41 -11.13 -2.08
Cl 6.02 -9.05 -3.57
C 11.84 6.89 -2.43
Cl 10.64 5.69 -2.98
Cl 11.29 7.62 -0.90
Cl 13.41 6.08 -2.17
Cl 12.02 8.16 -3.66
C 10.94 -10.15 2.95
Cl 10.22 -10.01 1.32
Cl 11.46 -8.54 3.51
Cl 9.74 -10.81 4.08
Cl 12.35 -11.23 2.88
C 1.94 -8.33 -10.27
Cl 1.22 -8.20 -11.89
Cl 2.46 -6.72 -9.71
Cl 0.74 -9.00 -9.13
Cl 3.35 -9.42 -10.34
C -13.36 9.88 3.38
Cl -12.78 11.52 2.96
Cl -13.04 8.78 2.02
Cl -12.50 9.30 4.83
Cl -15.11 9.93 3.71
C 5.09 -10.33 4.82
Cl 4.10 -10.83 6.21
Cl 6.79 -10.76 5.13
Cl 4.52 -11.18 3.36
Cl 4.95 -8.57 4.58
C -1.21 -7.60 9.03
Cl -0.14 -8.77 9.85
Cl -2.12 -6.68 10.25
Cl -0.23 -6.48 8.05
Cl -2.35 -8.48 7.97
C -1.21 10.80 2.22
Cl -0.44 12.27 1.57
Cl -2.44 11.25 3.42
Cl -1.99 9.90 0.89
Cl 0.03 9.77 2.98
C -3.91 9.14 -2.46
Cl -3.23 7.96 -1.31
Cl -4.53 8.28 -3.89
Cl -5.24 10.04 -1.68
Cl -2.63 10.28 -2.96
```

Properties
- relative energy (zero: lowest compared OMol25 entry of this formula, charge and spin) (kJ/mol) = 1093.1
- max |F| (Eh/bohr) = 0.10091
- HOMO-LUMO gap (eV) = 6.61

These are the Mulliken partial charges, in e, on atoms 1 to 6: -0.697 0.613 -0.409 -0.221 0.242 0.612

No. 3
Here is a molecular structure, C31H19Br4N6O8S2Ti at a distorted geometry from OMol25. Energies are from ωB97M-V/def2-TZVPD.

XYZ file:
```
71
Properties=species:S:1:pos:R:3
Ti 1.25 1.70 0.15
O 2.67 5.55 0.77
C 2.17 4.44 0.80
O 1.95 3.63 -0.18
C 1.66 3.87 2.12
C 1.55 4.52 3.34
C 0.91 3.85 4.38
C 0.35 2.59 4.18
C 0.52 2.01 2.93
N 1.19 2.64 1.97
C -0.15 0.78 2.31
O -0.20 -0.30 3.35
O 0.61 0.29 1.31
H 1.95 5.52 3.45
H 0.80 4.33 5.34
H -0.22 2.08 4.94
Br 7.53 1.18 -2.75
C 5.65 1.26 -2.49
C 4.80 1.44 -3.56
Br 5.47 1.64 -5.32
C 3.41 1.49 -3.33
Br 2.17 1.71 -4.75
C 2.87 1.36 -2.07
O 1.58 1.37 -1.80
C 3.76 1.20 -0.95
O 3.21 1.10 0.24
C 5.12 1.14 -1.19
Br 6.23 0.87 0.32
N 2.18 -1.93 -0.86
C 1.44 -2.87 -1.50
C 1.92 -4.14 -1.80
C 1.14 -5.05 -2.54
C -0.10 -4.73 -3.01
C -0.64 -3.45 -2.71
C -1.91 -3.02 -3.16
C -2.36 -1.78 -2.82
C -1.54 -0.95 -2.02
N -0.36 -1.31 -1.60
C 0.11 -2.53 -1.95
H 1.71 -1.12 -0.48
H 2.99 -2.21 -0.35
H 2.91 -4.42 -1.48
H 1.56 -6.02 -2.76
H -0.69 -5.43 -3.59
H -2.50 -3.68 -3.78
H -3.32 -1.41 -3.16
H -1.89 0.04 -1.73
N -5.07 -2.61 -0.22
C -4.21 -2.17 0.80
C -2.90 -2.64 0.87
C -2.07 -2.22 1.89
C -2.54 -1.34 2.85
C -3.83 -0.86 2.79
C -4.67 -1.28 1.77
S -1.46 -0.79 4.12
O -1.00 -1.94 4.85
O -2.09 0.27 4.85
N -1.49 1.12 1.97
C -1.69 1.78 0.87
S -3.35 2.24 0.45
C -2.78 3.01 -1.01
C -1.44 2.89 -1.09
N -0.82 2.21 -0.08
H -4.57 -2.86 -1.06
H -5.80 -1.95 -0.43
H -2.53 -3.31 0.10
H -1.04 -2.56 1.92
H -4.16 -0.12 3.51
H -5.68 -0.89 1.71
H -3.44 3.51 -1.70
H -0.82 3.26 -1.90
```

Properties
- relative energy (zero: lowest compared OMol25 entry of this formula, charge and spin) (kJ/mol) = 129.6
- net charge = -2
- max |F| (Eh/bohr) = 0.03029
- HOMO-LUMO gap (spin up / spin down) (eV) = 5.35 / 6.20
- spin multiplicity = 2

These are the Mulliken partial charges, in e, on atoms 1 to 6: -0.250 -0.786 0.365 -0.614 0.414 -0.780

No. 4
Here is a molecular structure, C31H20Br2MgN6O3 from OMol25. Energies are from ωB97M-V/def2-TZVPD.

XYZ file:
```
63
Properties=species:S:1:pos:R:3
Mg 1.21 0.52 -1.98
C -3.69 1.60 6.24
O -3.81 0.98 4.98
C -2.94 -0.01 4.67
C -1.99 -0.51 5.55
C -1.22 -1.60 5.16
C -1.33 -2.16 3.90
C -2.27 -1.62 3.01
C -3.07 -0.56 3.40
N -0.60 -3.39 3.73
N -0.13 -3.79 2.66
C -0.19 -2.96 1.47
C -0.88 -3.38 0.36
C -0.90 -2.63 -0.83
C -0.20 -1.44 -0.96
O -0.29 -0.65 -2.00
C 0.69 -1.11 0.14
N 1.63 -0.13 -0.06
C 2.42 0.24 0.92
C 2.36 -0.35 2.19
C 1.49 -1.38 2.41
C 0.64 -1.82 1.37
H -4.47 2.36 6.28
H -2.71 2.08 6.36
H -3.84 0.89 7.05
H -1.86 -0.10 6.54
H -0.51 -2.04 5.86
H -2.40 -2.04 2.03
H -3.82 -0.16 2.73
H -1.44 -4.31 0.42
H -1.50 -2.96 -1.67
H 3.15 1.00 0.70
H 3.03 -0.01 2.97
H 1.46 -1.88 3.37
Br 1.90 3.83 -5.49
C 1.98 1.95 -5.57
C 1.99 1.32 -6.83
C 2.03 -0.04 -6.93
Br 2.02 -0.84 -8.65
C 2.08 -0.85 -5.76
C 2.10 -2.26 -5.75
C 2.16 -2.93 -4.56
C 2.19 -2.20 -3.36
N 2.16 -0.89 -3.33
C 2.09 -0.21 -4.51
C 2.01 1.24 -4.38
O 1.95 1.78 -3.20
H 1.96 1.92 -7.72
H 2.08 -2.80 -6.69
H 2.16 -4.01 -4.53
H 2.24 -2.72 -2.41
N -3.74 3.13 1.59
C -2.72 3.18 1.07
C -1.43 3.24 0.42
C -0.61 4.35 0.59
C 0.61 4.39 -0.05
C 0.97 3.31 -0.84
N 0.19 2.23 -1.00
C -0.99 2.19 -0.38
H -0.95 5.18 1.21
H 1.26 5.24 0.04
H 1.89 3.31 -1.41
H -1.59 1.31 -0.54
```

Properties
- relative energy (zero: lowest compared OMol25 entry of this formula, charge and spin) (kJ/mol) = 55.9
- max |F| (Eh/bohr) = 0.01502
- HOMO-LUMO gap (eV) = 7.05

These are the Mulliken partial charges, in e, on atoms 1 to 6: 0.645 -0.896 -0.416 0.912 -0.487 -0.703

No. 5
Here is a molecular structure, C31H20BrF5N4O3RuSTe at a distorted geometry from OMol25. Energies are from ωB97M-V/def2-TZVPD.

XYZ file:
```
67
Properties=species:S:1:pos:R:3
Ru 0.90 -0.49 0.07
C -1.53 -1.37 -4.86
C -0.76 -2.07 -3.95
C -0.20 -1.43 -2.84
C -0.41 -0.07 -2.66
C -1.19 0.64 -3.58
C -1.75 -0.01 -4.66
N 0.13 0.61 -1.48
N 0.19 1.85 -1.70
C 0.45 2.75 -0.65
C -0.30 3.92 -0.78
C -0.33 4.87 0.22
C 0.43 4.66 1.36
C 1.24 3.55 1.45
C 1.29 2.57 0.45
H -1.96 -1.88 -5.71
H -0.56 -3.13 -4.08
H 0.41 -1.99 -2.17
H -1.37 1.69 -3.42
H -2.36 0.55 -5.36
H -0.90 4.03 -1.68
H -0.94 5.76 0.11
H 0.42 5.39 2.17
H 1.89 3.43 2.32
Br -3.15 1.90 -0.60
C -3.18 0.03 -1.05
C -4.16 -0.43 -1.90
C -4.16 -1.80 -2.15
C -3.22 -2.61 -1.54
C -2.25 -2.01 -0.74
N -2.25 -0.70 -0.50
C -1.16 -2.88 -0.12
O -1.42 -4.06 0.03
O -0.01 -2.35 0.12
H -4.88 0.24 -2.35
H -4.90 -2.22 -2.82
H -3.18 -3.68 -1.69
S 1.54 0.87 4.44
C -0.11 0.35 4.54
C -0.89 0.15 5.67
C -2.18 -0.30 5.49
C -2.68 -0.56 4.21
C -1.90 -0.36 3.09
C -0.60 0.10 3.25
N 0.31 0.34 2.23
C 1.45 0.73 2.71
C 2.60 0.94 1.82
C 3.81 0.32 2.08
C 4.77 0.24 1.07
C 4.50 0.74 -0.19
C 3.31 1.41 -0.43
C 2.36 1.54 0.57
H -0.50 0.35 6.66
H -2.81 -0.46 6.36
H -3.69 -0.93 4.10
H -2.26 -0.58 2.10
H 3.96 -0.20 3.01
H 5.68 -0.30 1.26
H 5.21 0.59 -0.99
H 3.12 1.84 -1.40
F 4.44 -2.39 0.08
Te 2.76 -3.01 -0.70
F 3.82 -3.09 -2.25
F 1.49 -3.94 -1.85
F 3.43 -4.79 -0.25
F 2.00 -1.60 1.34
O 2.17 -1.28 -1.26
```

Properties
- relative energy (zero: lowest compared OMol25 entry of this formula, charge and spin) (kJ/mol) = 146.9
- net charge = -1
- max |F| (Eh/bohr) = 0.03058
- HOMO-LUMO gap (spin up / spin down) (eV) = 6.65 / 6.23
- spin multiplicity = 2

These are the Mulliken partial charges, in e, on atoms 1 to 6: 1.750 -0.466 -0.918 -0.114 0.025 -0.338